Molecular formula: C4H8NOPS
Method: DFT, ωB97M-V with the def2-TZVPD basis set

Its energy relative to the best compared isomer or geometry (same formula, charge and spin) is 540.4 kJ/mol. The HOMO-LUMO gap (spin up / spin down) is 7.06 / 7.86 eV. The LUMO energy (spin up / spin down) comes out at 0.153 / 0.429 eV. The total energy comes out at -1026.51966 a.u.

```
! wB97M-V def2-TZVPD RIJCOSX def2/J DEFGRID3
* xyz 0 1
C -1.1344 -1.1562 0.1191
C -0.9830 -0.1535 -0.6796
C 1.6588 0.1367 -0.3302
C 1.9657 0.3047 1.9912
N 1.6262 -0.5002 0.8620
O -1.5871 0.4316 -1.7053
P -3.2388 0.5285 -1.7124
S 0.4318 -1.7731 0.9372
H -1.9858 -1.6103 0.5590
H 1.5455 -0.3120 -1.2334
H 1.9253 1.2143 -0.3355
H 2.8262 0.9757 1.7750
H 1.2167 1.1189 2.2933
H 2.0563 -0.3470 2.7523
H -3.3512 -0.5219 -2.7479
H -2.9723 1.6637 -2.5448
*
```